1.
Density functional theory data (ωB97M-V with the def2-TZVPD basis set) for a structure of composition C2H3CrO3.

Geometry (Å):
H (3.2135, 0.8764, 0.0940)
O (0.4471, -1.3557, -0.0712)
C (-0.7191, -1.0947, 0.1263)
C (-1.2617, 0.3053, 0.0773)
O (-0.5861, 1.3366, -0.1102)
O (0.7767, 1.4174, 0.0151)
Cr (1.9481, -0.0850, -0.4904)
H (-1.4768, -1.8796, 0.2797)
H (-2.3416, 0.4793, 0.0794)

**Charge**: +1
**Calculated total energy**: -36672.3338 eV
**ΔE to the lowest compared entry with this formula, charge and spin**: 104.2 kcal/mol
**Multiplicity**: 5
**<S²>**: 6.0886

Atomic partial charges in e from the Mulliken method, atoms 1 to 4:
1 H 0.0809
2 O -0.4983
3 C 0.4085
4 C -0.1281


2.
Density functional theory data (ωB97M-V with the def2-TZVPD basis set) for a structure of composition C2H3CuFMgO.

Geometry (Å):
O (-0.7174, -0.7836, -0.6567)
C (-0.3389, -0.2474, 0.5284)
C (0.5323, 0.9212, 0.4532)
Cu (0.9704, -0.6073, -2.0030)
H (-0.4124, -0.8740, 1.4220)
F (1.6592, 0.6069, -0.4223)
H (0.1554, 1.8729, 0.0609)
Mg (-2.2418, -1.8082, -1.0248)
H (0.3932, 0.9196, 1.6423)

**Charge**: +2
**Calculated total energy**: -56949.9973 eV
**Multiplicity**: 2
**<S²>**: 0.7545

Atomic partial charges in e from the Mulliken method, atoms 1 to 4:
1 O -0.6185
2 C -0.0344
3 C -0.2041
4 Cu 0.7458


3.
Density functional theory data (ωB97M-V with the def2-TZVPD basis set) for a structure of composition C2H3CuO2.

Geometry (Å):
O (-1.6124, -1.3014, -1.9046)
C (-0.4968, -1.1315, -1.6301)
Cu (2.2019, -1.0748, 0.4212)
O (0.2957, -0.6667, -0.8278)
C (0.0977, 0.8313, 0.8966)
H (-0.6198, 1.5978, 1.1950)
H (0.6986, 1.6551, 0.4876)
H (-0.5649, 0.0902, 1.3622)

**Charge**: +1
**Calculated total energy**: -50844.4321 eV
**ΔE to the lowest compared entry with this formula, charge and spin**: 67.9 kcal/mol
**Multiplicity**: 2
**<S²>**: 0.7550

Atomic partial charges in e from the Mulliken method, atoms 1 to 4:
1 O -0.1946
2 C 0.5890
3 Cu 0.8239
4 O -0.3070


4.
Density functional theory data (ωB97M-V with the def2-TZVPD basis set) for a cluster of 2 separate species, C2H3F2I in total.

Geometry (Å):
C (-0.0289, 0.0415, 0.0529)
C (-0.2028, -1.8465, 1.5418)
F (-1.5090, -2.1038, 1.3840)
F (-0.0096, -1.4323, 2.7827)
I (0.9972, -3.4792, 0.9475)
H (-0.8037, 0.6538, 0.4604)
H (0.9841, 0.2884, 0.3290)
H (-0.1681, -0.4520, -0.8845)

**Calculated total energy**: -15655.0722 eV
**ΔE to the lowest compared entry with this formula, charge and spin**: 71.1 kcal/mol

Atomic partial charges in e from the Mulliken method, atoms 1 to 4:
1 C -0.8277
2 C 0.1370
3 F -0.1653
4 F -0.1688


5.
Density functional theory data (ωB97M-V with the def2-TZVPD basis set) for a cluster of 2 separate species, C2H3F2IO in total.

Geometry (Å):
C (1.3661, -0.1087, 0.8766)
C (-0.9440, 0.7330, -0.9630)
O (0.8461, -0.4084, 1.9662)
F (-1.7535, 0.8739, 0.2028)
F (-0.7066, -0.5836, -1.2048)
I (2.0110, -1.6281, -0.6199)
H (0.1949, 1.2096, -0.5180)
H (-1.4330, 1.2472, -1.8210)
H (0.4189, -1.3348, 2.0809)

**Calculated total energy**: -17701.8108 eV
**ΔE to the lowest compared entry with this formula, charge and spin**: 96.1 kcal/mol

Atomic partial charges in e from the Mulliken method, atoms 1 to 4:
1 C -0.1969
2 C 0.0853
3 O -0.1980
4 F -0.2448


6.
Density functional theory data (ωB97M-V with the def2-TZVPD basis set) for an isolated molecule of C2H3F2NO.

Geometry (Å):
O (-0.6232, -1.5461, 0.3302)
N (0.7213, -1.2348, 0.2676)
C (0.8146, 0.0251, 0.0360)
C (-0.3347, 0.9678, -0.1400)
F (-0.8753, 1.0022, -1.4031)
F (0.2021, 2.2469, 0.0784)
H (-0.6687, -2.5094, 0.3935)
H (1.8849, 0.3328, -0.1055)
H (-1.1210, 0.7153, 0.5428)

**Calculated total energy**: -11093.1229 eV
**ΔE to the lowest compared entry with this formula, charge and spin**: 57.5 kcal/mol
**Structure (SMILES)**: O/N=C\C(F)F

Atomic partial charges in e from the Mulliken method, atoms 1 to 4:
1 O -0.3708
2 N -0.3551
3 C -0.1204
4 C 0.4655


7.
Density functional theory data (ωB97M-V with the def2-TZVPD basis set) for a cluster of 2 separate species, C2H3F2NO in total.

Geometry (Å):
C (-1.3957, -0.4207, -0.6632)
C (1.4032, 0.0631, 1.0069)
N (-0.6013, 0.5945, -0.6874)
O (-1.4547, -1.3588, 0.0962)
F (1.7139, 1.2568, 1.4326)
F (2.2605, -0.4352, 0.1613)
H (-2.1721, -0.3553, -1.4865)
H (0.7718, -0.5783, 1.5980)
H (-0.5256, 1.2339, -1.4578)

**Calculated total energy**: -11091.2150 eV
**ΔE to the lowest compared entry with this formula, charge and spin**: 101.5 kcal/mol

Atomic partial charges in e from the Mulliken method, atoms 1 to 4:
1 C 0.1564
2 C 0.2776
3 N -0.4411
4 O -0.5730


8.
Density functional theory data (ωB97M-V with the def2-TZVPD basis set) for a structure of composition C2H3F2NS.

Geometry (Å):
C (0.0401, -0.3584, -0.1948)
C (-1.3753, 0.1327, 0.1713)
H (3.2404, 0.5801, 0.6609)
H (0.2216, -1.2107, -0.9463)
H (-1.5819, 0.2488, 1.1999)
N (0.9086, 0.4100, 0.2295)
F (-2.2495, -0.9425, -0.2358)
F (-1.6502, 1.2255, -0.5381)
S (2.4462, -0.0856, -0.3467)

**Calculated total energy**: -19881.3677 eV
**ΔE to the lowest compared entry with this formula, charge and spin**: 34.6 kcal/mol

Atomic partial charges in e from the Mulliken method, atoms 1 to 4:
1 C -0.0900
2 C 0.3649
3 H 0.1800
4 H 0.3417


9.
Density functional theory data (ωB97M-V with the def2-TZVPD basis set) for an isolated molecule of C2H3F3NOPS3.

Geometry (Å):
H (1.6398, -2.2561, -0.0375)
N (0.7686, -1.7409, -0.0379)
C (0.8599, -0.4951, -0.0135)
O (-0.1308, 0.3889, -0.0323)
P (-1.8301, 0.3269, 0.1431)
S (-2.3417, -0.0995, 1.9660)
S (-2.2021, 2.2470, -0.5996)
S (-2.4165, -0.9526, -1.4235)
C (2.2045, 0.2801, 0.0065)
F (3.2342, -0.5806, -0.0015)
F (2.3364, 1.0711, -1.0604)
F (2.3241, 1.0417, 1.0958)
H (-2.0814, 2.7871, 0.6172)
H (-2.3647, -2.0180, -0.6222)

**Calculated total energy**: -55608.8913 eV
**ΔE to the lowest compared entry with this formula, charge and spin**: 0.0 kcal/mol
**Structure (SMILES)**: [H]/N=C(/OP(=S)(S)S)C(F)(F)F

Atomic partial charges in e from the Mulliken method, atoms 1 to 4:
1 H 0.2705
2 N -0.5915
3 C 0.4222
4 O -0.2157


10.
Density functional theory data (ωB97M-V with the def2-TZVPD basis set) for a cluster of 2 separate species, C2H3F3O in total.

Geometry (Å):
C (-0.0306, -0.3168, 0.2892)
C (-1.3040, -0.9876, 0.1913)
O (-2.7684, 0.8140, -0.5535)
F (-1.6194, -1.7126, -0.8112)
F (-1.9911, -1.2130, 1.2557)
F (-2.0930, 1.9635, -0.3115)
H (-0.0527, 0.6434, -0.1407)
H (0.8126, -0.8716, -0.2932)
H (0.2768, -0.0375, 1.3452)

**Calculated total energy**: -12316.0160 eV
**ΔE to the lowest compared entry with this formula, charge and spin**: 156.0 kcal/mol

Atomic partial charges in e from the Mulliken method, atoms 1 to 4:
1 C -0.8421
2 C 0.7852
3 O -0.3930
4 F -0.1729


11.
Density functional theory data (ωB97M-V with the def2-TZVPD basis set) for a structure of composition C2H3F3O3PbS.

Geometry (Å):
O (-0.5933, -0.1258, 1.4316)
Pb (-2.5515, -0.2234, 1.3763)
S (-0.3455, 0.0574, -0.3918)
O (0.0208, 0.0856, -1.8810)
O (-1.9077, -0.0934, -0.5473)
C (0.7172, -1.5355, -0.1017)
F (1.2909, -1.9867, -1.2101)
F (1.6966, -1.2962, 0.7695)
F (-0.0567, -2.5188, 0.3593)
C (0.3346, 1.6911, -0.0045)
H (0.3968, 2.2576, -0.9376)
H (-0.3347, 2.1716, 0.7213)
H (1.3326, 1.5164, 0.4161)

**Calculated total energy**: -32496.9519 eV
**ΔE to the lowest compared entry with this formula, charge and spin**: 0.0 kcal/mol

Atomic partial charges in e from the Mulliken method, atoms 1 to 4:
1 O -0.7433
2 Pb 0.8816
3 S 1.1376
4 O -0.8335


12.
Density functional theory data (ωB97M-V with the def2-TZVPD basis set) for a cluster of 2 separate species, C2H3F3S in total.

Geometry (Å):
C (1.1348, 0.1657, 0.3466)
C (0.1356, -0.7253, -0.3236)
F (0.4344, 1.2482, 0.7818)
F (2.0720, 0.6146, -0.5766)
F (0.1113, -2.0273, 0.1020)
S (-2.9838, 0.2393, -0.0412)
H (1.6290, -0.3307, 1.2471)
H (-0.1814, -0.6834, -1.4143)
H (-2.3519, 1.4989, -0.1218)

**Calculated total energy**: -21106.5071 eV
**ΔE to the lowest compared entry with this formula, charge and spin**: 0.7 kcal/mol
**Multiplicity**: 3
**<S²>**: 2.0062

Atomic partial charges in e from the Mulliken method, atoms 1 to 4:
1 C 0.4714
2 C -0.2678
3 F -0.2367
4 F -0.2551


13.
Density functional theory data (ωB97M-V with the def2-TZVPD basis set) for an isolated molecule of C2H3F4NO.

Geometry (Å):
N (-1.4050, -1.2841, 0.8597)
O (-0.5866, -0.9105, -0.1766)
C (0.3842, 0.4374, 0.3785)
F (1.2451, -0.0438, 1.2528)
F (-0.4262, 1.2917, 0.9559)
C (0.9810, 0.8358, -0.9724)
F (0.0059, 1.3100, -1.7651)
F (1.9081, 1.8067, -0.8590)
H (-2.3778, -1.1832, 0.5954)
H (-1.1627, -2.2136, 1.1822)
H (1.4341, -0.0463, -1.4514)

**Calculated total energy**: -16527.5765 eV
**ΔE to the lowest compared entry with this formula, charge and spin**: 71.5 kcal/mol
**Structure (SMILES)**: NOC(F)(F)C(F)F

Atomic partial charges in e from the Mulliken method, atoms 1 to 4:
1 N -0.4368
2 O -0.3209
3 C 0.8215
4 F -0.2370


14.
Density functional theory data (ωB97M-V with the def2-TZVPD basis set) for a cluster of 2 separate species, C2H3F4NO in total.

Geometry (Å):
C (-2.2437, 0.4199, 0.4289)
C (-1.2911, -0.7267, -0.1133)
N (1.4535, 0.1931, 0.0599)
O (0.3591, 0.0089, 0.7266)
F (-2.0391, 1.3992, -0.4802)
F (-3.5708, 0.0539, 0.3623)
F (-1.3966, -1.9003, 0.4504)
F (-0.9714, -0.8811, -1.3718)
H (-1.9831, 0.7752, 1.5379)
H (2.0211, -0.7820, -0.1588)
H (1.5540, 1.0126, -0.4709)

**Calculated total energy**: -16525.6396 eV
**ΔE to the lowest compared entry with this formula, charge and spin**: 116.2 kcal/mol

Atomic partial charges in e from the Mulliken method, atoms 1 to 4:
1 C 0.3127
2 C 0.5959
3 N -0.2977
4 O -0.3825


15.
Density functional theory data (ωB97M-V with the def2-TZVPD basis set) for a cluster of 2 separate species, C2H3F5O in total.

Geometry (Å):
F (1.6762, -1.3981, 0.5810)
C (0.6149, -1.6805, -0.1622)
F (1.0208, -2.2316, -1.3215)
C (-0.3278, -0.4711, -0.5878)
F (0.3613, 0.4667, -1.1620)
F (-1.2131, -0.9465, -1.4791)
F (-0.9938, -0.0956, 0.5250)
H (-0.0323, -2.4628, 0.2840)
O (-0.1617, 2.9901, 0.7676)
H (-1.0711, 3.3063, 0.9708)
H (0.1268, 2.5230, 1.5842)

**Calculated total energy**: -17757.5546 eV
**ΔE to the lowest compared entry with this formula, charge and spin**: 1.0 kcal/mol
**Structure (SMILES)**: FC(F)C(F)(F)F.O

Atomic partial charges in e from the Mulliken method, atoms 1 to 4:
1 F -0.2227
2 C 0.1736
3 F -0.2529
4 C 0.7486


16.
Density functional theory data (ωB97M-V with the def2-TZVPD basis set) for the ion C2H3F5O4PS with charge +1.

Geometry (Å):
O (1.7293, -0.0279, 1.9008)
P (1.7193, -0.1745, 0.4892)
O (3.0881, 0.4156, -0.0881)
O (1.6165, -1.6833, -0.0180)
S (0.2100, 1.1296, -0.3942)
O (-0.1539, 2.1426, 0.7881)
C (-1.3591, 0.2123, -0.7992)
F (-1.1696, -0.4280, -1.9197)
F (-2.2533, 1.1475, -0.9739)
C (-1.9064, -0.7374, 0.3080)
F (-1.2806, -1.8755, 0.3447)
F (-1.9294, -0.1395, 1.4586)
F (-3.1549, -0.9935, -0.0203)
H (3.5958, -0.3322, -0.4555)
H (1.4753, -1.6794, -0.9871)
H (-0.2271, 3.0238, 0.3667)

**Charge**: +1
**Calculated total energy**: -44016.8109 eV

Atomic partial charges in e from the Mulliken method, atoms 1 to 4:
1 O -0.4702
2 P 0.9700
3 O -0.4650
4 O -0.4153


17.
Density functional theory data (ωB97M-V with the def2-TZVPD basis set) for a structure of composition C2H3FFeO2P.

Geometry (Å):
P (-2.2920, -0.0796, 1.2323)
F (-2.9401, 0.7802, -1.1287)
O (-0.4031, -1.0284, 0.4611)
C (0.8672, -0.4956, 0.6006)
H (1.6546, -1.2720, 0.5263)
H (1.0182, 0.0157, 1.5732)
C (1.1452, 0.5054, -0.4788)
O (0.2617, 0.8484, -1.2538)
Fe (-1.4242, -0.3120, -1.0610)
H (2.1125, 1.0380, -0.4711)

**Calculated total energy**: -52607.3433 eV
**Multiplicity**: 6
**<S²>**: 8.9780

Atomic partial charges in e from the Mulliken method, atoms 1 to 4:
1 P 0.1806
2 F -0.6547
3 O -0.8121
4 C -0.1935


18.
Density functional theory data (ωB97M-V with the def2-TZVPD basis set) for the ion C2H3FIO2S with charge -1.

Geometry (Å):
C (-1.3245, 0.2739, -0.0858)
C (-0.1111, -0.4648, -0.4657)
O (1.1628, 0.3999, 1.7573)
O (0.1896, -1.4984, 0.3283)
F (-0.1221, -0.8660, -1.8604)
S (1.5263, -0.3559, 0.5487)
I (3.7890, 0.9818, -0.2449)
H (-2.1682, -0.3957, 0.0087)
H (-1.6403, 1.0938, -0.8748)
H (-1.3015, 0.8313, 0.8885)

**Charge**: -1
**Calculated total energy**: -27871.5872 eV
**ΔE to the lowest compared entry with this formula, charge and spin**: 12.6 kcal/mol

Atomic partial charges in e from the Mulliken method, atoms 1 to 4:
1 C -1.0519
2 C 0.8003
3 O -0.5224
4 O -0.4673


19.
Density functional theory data (ωB97M-V with the def2-TZVPD basis set) for a structure of composition C2H3FLiNaO2.

Geometry (Å):
F (-1.5935, 0.3444, 1.0414)
O (0.5401, 1.0707, 0.7676)
O (0.6176, -0.6952, -1.2304)
C (-0.1384, -0.0316, 0.9251)
C (-0.1360, -0.9895, -0.2758)
H (0.0555, -0.5606, 1.8764)
H (-1.1062, -1.4669, -0.5268)
Na (1.3498, 1.4814, -1.3225)
Li (-0.8258, 2.3291, 0.4416)
H (-0.1553, -2.8715, 0.3829)

**Calculated total energy**: -13553.8905 eV
**ΔE to the lowest compared entry with this formula, charge and spin**: 57.4 kcal/mol

Atomic partial charges in e from the Mulliken method, atoms 1 to 4:
1 F -0.4462
2 O -1.0961
3 O -0.6866
4 C 0.4891


20.
Density functional theory data (ωB97M-V with the def2-TZVPD basis set) for a cluster of 2 separate species, C2H3FN2O in total.

Geometry (Å):
C (-0.9470, -0.3929, 0.6864)
N (-0.3908, -0.6320, -0.4383)
N (-1.4662, 0.5354, -0.1547)
H (-1.1884, -0.7836, 1.7392)
H (-1.0676, 1.5509, -0.0756)
O (1.6407, 1.1064, -0.6628)
C (1.8776, 0.0014, -0.5709)
F (2.0412, -0.4774, 0.6588)
H (2.2031, -0.7874, -1.3397)

**Calculated total energy**: -9863.6312 eV
**ΔE to the lowest compared entry with this formula, charge and spin**: 68.7 kcal/mol
**Structure (SMILES)**: C1=NN1.O=CF

Atomic partial charges in e from the Mulliken method, atoms 1 to 4:
1 C 0.3141
2 N -0.4175
3 N -0.4295
4 H 0.2664